Molecular formula: C22H62N4O7
Method: DFT, the ωB97M-V functional and the def2-TZVPD basis

Geometry (Å):
C (1.520, 1.558, 0.065)
C (0.508, 0.404, -0.229)
C (0.990, -0.942, 0.237)
O (2.340, -1.338, -0.177)
C (2.656, -1.296, -1.589)
N (-0.643, 0.742, 0.450)
H (2.070, 1.470, 1.002)
H (1.287, 2.622, 0.121)
H (2.194, 1.474, -0.787)
H (0.399, 0.341, -1.312)
H (0.252, -1.705, -0.014)
H (1.077, -0.894, 1.322)
H (2.991, -0.290, -1.837)
H (1.753, -1.564, -2.138)
H (3.471, -2.003, -1.749)
H (-0.855, 1.721, 0.321)
H (-1.397, 0.164, 0.107)
C (-0.811, -2.514, -3.261)
C (-0.111, -3.341, -4.351)
C (-0.356, -4.811, -4.345)
O (-1.724, -5.157, -4.330)
C (-1.983, -6.515, -3.968)
N (-0.629, -2.650, -5.520)
H (-1.012, -1.450, -3.388)
H (-0.244, -2.533, -2.331)
H (-1.761, -2.969, -2.982)
H (0.965, -3.189, -4.426)
H (0.143, -5.256, -3.484)
H (0.084, -5.346, -5.187)
H (-1.438, -6.814, -3.073)
H (-1.614, -7.103, -4.809)
H (-3.028, -6.819, -3.906)
H (-0.423, -3.220, -6.328)
H (-1.636, -2.581, -5.496)
C (-5.147, 3.681, -0.885)
C (-3.739, 4.079, -1.236)
C (-2.820, 2.937, -0.809)
O (-1.424, 3.318, -0.375)
C (-1.333, 4.172, 0.713)
N (-3.644, 4.353, -2.665)
H (-5.714, 2.934, -1.440)
H (-5.781, 4.558, -0.759)
H (-5.242, 3.284, 0.125)
H (-3.301, 4.887, -0.649)
H (-2.667, 2.175, -1.574)
H (-3.292, 2.312, -0.051)
H (-0.254, 4.288, 0.813)
H (-1.769, 3.646, 1.563)
H (-1.805, 5.143, 0.560)
H (-4.252, 5.077, -3.021)
H (-2.705, 4.718, -2.738)
C (-2.353, 0.247, 3.582)
C (-2.530, 0.959, 4.948)
C (-3.301, 2.213, 4.758)
O (-2.715, 3.175, 3.884)
C (-3.394, 4.372, 3.748)
N (-3.228, 0.023, 5.772)
H (-1.899, 0.930, 2.864)
H (-3.306, -0.102, 3.186)
H (-1.771, -0.674, 3.594)
H (-1.554, 1.253, 5.334)
H (-3.471, 2.713, 5.712)
H (-4.317, 2.074, 4.386)
H (-3.383, 4.770, 4.763)
H (-4.376, 4.235, 3.296)
H (-2.750, 4.984, 3.116)
H (-2.687, -0.817, 5.919)
H (-4.107, -0.197, 5.326)
C (4.915, -1.477, 2.170)
C (5.409, -0.214, 1.527)
O (6.596, -0.700, 0.897)
H (5.754, -1.934, 2.694)
H (4.670, -2.179, 1.373)
H (4.083, -1.366, 2.865)
H (5.718, 0.365, 2.398)
H (4.636, 0.310, 0.964)
H (7.203, -0.852, 1.624)
C (1.698, -3.650, 2.563)
C (1.628, -4.237, 4.040)
O (1.539, -5.669, 4.018)
H (2.587, -4.028, 2.059)
H (1.937, -2.596, 2.709)
H (0.795, -3.879, 1.999)
H (0.702, -3.932, 4.528)
H (2.566, -3.939, 4.510)
H (1.893, -6.030, 4.834)
C (4.816, 1.867, -3.238)
C (3.674, 2.845, -3.528)
O (3.231, 2.648, -4.865)
H (5.716, 1.904, -3.851)
H (4.499, 0.824, -3.220)
H (5.122, 2.138, -2.228)
H (4.207, 3.792, -3.443)
H (2.873, 2.780, -2.791)
H (2.528, 3.293, -4.974)

spin multiplicity = 2
highest occupied orbital energy (alpha / beta) = 0.95 / -6.28 eV
max |F| = 3.37 eV/A
HOMO-LUMO gap (alpha / beta) = 1.5730 / 8.7775 eV
energy above the lowest of the compared OMol25 structures with the same formula, charge and spin = 15.32 kcal/mol
total charge = -1